Record 1
{
  "formula": "C21H17N5OS",
  "method": "ωB97M-V with the def2-TZVPD basis set",
  "species": ["S", "O", "N", "N", "N", "N", "N", "C", "C", "C", "C", "C", "C", "C", "C", "C", "C", "C", "C", "C", "C", "C", "C", "C", "C", "C", "C", "C", "H", "H", "H", "H", "H", "H", "H", "H", "H", "H", "H", "H", "H", "H", "H", "H", "H"],
  "coordinates": [[-0.73684, -4.32102, 2.95590], [-3.89219, 4.44881, -2.14934], [0.63351, -0.38041, -2.78161], [2.82350, -0.84433, -2.90204], [-3.05028, 3.13149, -0.38077], [-2.80197, -2.76708, 2.61093], [4.10363, -1.88362, -1.22230], [-1.51356, 0.75644, -2.79787], [-4.86585, 4.57999, 0.02950], [-2.10360, 2.31852, -1.01365], [-4.42280, 3.97893, 1.33344], [0.57792, -1.89201, -0.14236], [-3.90939, 4.03999, -0.99734], [0.02453, 1.15731, -0.97780], [-2.36368, -3.77985, 3.34061], [-0.58303, -3.04111, 1.80755], [1.75548, -0.91464, -2.16017], [3.06150, -2.85300, 0.62208], [1.76010, -1.60103, -0.95620], [-2.44953, 1.61445, -2.19673], [1.91958, -3.17982, 1.35560], [-0.26812, 0.52117, -2.17917], [3.99860, -1.28246, -2.40245], [-3.48326, 2.84981, 0.97234], [0.64188, -2.70291, 1.00944], [2.99651, -2.08268, -0.53033], [-1.79490, -2.38028, 1.69421], [-0.86342, 2.07017, -0.42645], [-4.86360, 5.67322, 0.04847], [0.73932, -0.33053, -3.78177], [-5.91248, 4.27168, -0.20086], [-5.25915, 3.68599, 1.99347], [-1.69988, 0.26433, -3.76299], [-2.98210, -4.24426, 4.11464], [4.86385, -1.16615, -3.03418], [-2.63794, 2.85684, 1.63212], [4.06373, -3.22232, 0.92426], [-3.96311, 1.86722, 1.05770], [2.06428, -3.81268, 2.21848], [-1.98299, -1.46455, 1.12654], [-3.44198, 1.76214, -2.65277], [-0.42131, -1.56149, -0.47867], [-3.84563, 4.76379, 1.86644], [0.97776, 0.98645, -0.46447], [-0.57772, 2.56498, 0.47555]],
  "charge": 0,
  "smiles": "O=C1CCCN1c1ccc(Nc2ncnc3ccc(-c4cncs4)cc23)cc1",
  "e_above_lowest_kcal_mol": 0.00,
  "e_homo_ev": -8.119,
  "energy_ha": -1557.68217
}

***

Record 2
{
  "formula": "C36H30CsN10O5S3",
  "method": "ωB97M-V with the def2-TZVPD basis set",
  "species": ["Cs", "S", "S", "S", "O", "O", "O", "O", "O", "N", "N", "N", "N", "N", "N", "N", "N", "N", "N", "C", "C", "C", "C", "C", "C", "C", "C", "C", "C", "C", "C", "C", "C", "C", "C", "C", "C", "C", "C", "C", "C", "C", "C", "C", "C", "C", "C", "C", "C", "C", "C", "C", "C", "C", "C", "H", "H", "H", "H", "H", "H", "H", "H", "H", "H", "H", "H", "H", "H", "H", "H", "H", "H", "H", "H", "H", "H", "H", "H", "H", "H", "H", "H", "H", "H"],
  "coordinates": [[10.51934, 11.31609, 17.45999], [12.27519, 9.33347, 19.60352], [7.30327, 14.13905, 16.79301], [7.91187, 8.85820, 18.20854], [6.84567, 14.21627, 18.15503], [10.20470, 15.91429, 15.44735], [11.20800, 9.86707, 9.03288], [7.00082, 12.86276, 16.13293], [11.48534, 7.74802, 9.21979], [12.45051, 11.32100, 21.56978], [10.81012, 14.73384, 19.75607], [8.59498, 9.53394, 20.73484], [11.59585, 12.14658, 20.89929], [11.68195, 9.26417, 15.34012], [11.33642, 8.86688, 9.70152], [7.45858, 11.06996, 19.70032], [10.48264, 11.24326, 14.02300], [13.79796, 9.55871, 21.70230], [8.86258, 14.41031, 16.55681], [11.28676, 12.52250, 24.07639], [8.47408, 10.57763, 21.71090], [10.11209, 11.24433, 11.27485], [12.87438, 7.18899, 15.35799], [12.16376, 14.09192, 25.68279], [9.11039, 15.48076, 15.76806], [8.01076, 11.74971, 20.85439], [9.80746, 12.21138, 13.44176], [11.60041, 9.15969, 14.00201], [6.68538, 15.51543, 15.81288], [10.80013, 10.17052, 11.87868], [12.01745, 8.05930, 11.85834], [12.35923, 15.02289, 24.68538], [6.39501, 17.64408, 14.17148], [12.81979, 10.21050, 20.97432], [11.49393, 13.42602, 23.03135], [10.35873, 14.24285, 20.92868], [11.62488, 12.84626, 25.40523], [11.34660, 9.01975, 11.20648], [9.25257, 14.78019, 21.61722], [8.58391, 15.82066, 21.04968], [10.92091, 10.22612, 13.28779], [12.02203, 14.68473, 23.36829], [9.21425, 8.25035, 21.03662], [11.14653, 13.15129, 21.59243], [7.81998, 16.11894, 15.29888], [5.26452, 16.97993, 14.62871], [12.30139, 8.31960, 16.01332], [8.01393, 9.84181, 19.56850], [10.15041, 15.78498, 19.25932], [7.69045, 17.23024, 14.50201], [9.58779, 12.22301, 12.05739], [12.77567, 7.08965, 14.00488], [12.14608, 8.09594, 13.28878], [9.02236, 16.33497, 19.85056], [5.39738, 15.91146, 15.50554], [14.27538, 10.10505, 22.40380], [7.70027, 10.32630, 22.46592], [4.32087, 17.38750, 14.33267], [12.40248, 8.41239, 17.07442], [13.16951, 6.22670, 13.47682], [10.55580, 16.16922, 18.33330], [8.87084, 12.37375, 20.53955], [9.00513, 13.02628, 11.64781], [14.32462, 8.90865, 21.14148], [10.02898, 11.23743, 10.21173], [8.96712, 14.34865, 22.55898], [7.09280, 11.55465, 18.90834], [12.14216, 15.40456, 22.59784], [9.27565, 7.70583, 20.09602], [8.60744, 7.68568, 21.74119], [6.25794, 18.46325, 13.44605], [12.47183, 14.31441, 26.69689], [8.59280, 17.65951, 14.05632], [7.67989, 16.23664, 21.50919], [13.35654, 6.42302, 15.98349], [4.55219, 15.37933, 15.88133], [8.45496, 17.10348, 19.34837], [10.88756, 11.53461, 23.87052], [7.29525, 12.42071, 21.34284], [9.37870, 12.96755, 14.07707], [12.72130, 16.04119, 24.89006], [9.42816, 10.73167, 22.23021], [10.20188, 8.44780, 21.42746], [11.37614, 12.17476, 26.20327], [12.48641, 7.25545, 11.28772]],
  "charge": -1,
  "e_above_lowest_kcal_mol": 3.18,
  "e_homo_ev": -4.833,
  "energy_ha": -3528.39578
}

***

Record 3
{
  "formula": "C2H5FN2",
  "method": "ωB97M-V with the def2-TZVPD basis set",
  "species": ["F", "N", "N", "C", "C", "H", "H", "H", "H", "H"],
  "coordinates": [[1.69031, -0.77952, -0.52638], [-1.45311, -0.84588, 0.03805], [-1.27006, 0.43500, -0.33957], [-0.09116, 0.90456, -0.30292], [1.20632, 0.21851, 0.31325], [1.99432, 0.97609, 0.42220], [-0.01025, 1.96602, -0.68235], [-2.34528, -1.26315, -0.13531], [0.97312, -0.11122, 1.32361], [-0.69422, -1.50040, -0.11059]],
  "charge": 0,
  "smiles": "N/N=C\\CF",
  "e_above_lowest_kcal_mol": 29.53,
  "e_homo_ev": -9.044,
  "energy_ha": -288.52169
}

***

Record 4
{
  "formula": "C34H65F5IN11O5P2S",
  "method": "ωB97M-V with the def2-TZVPD basis set",
  "species": ["I", "S", "P", "P", "F", "F", "F", "F", "F", "O", "O", "O", "O", "O", "N", "N", "N", "N", "N", "N", "N", "N", "N", "N", "N", "C", "C", "C", "C", "C", "C", "C", "C", "C", "C", "C", "C", "C", "C", "C", "C", "C", "C", "C", "C", "C", "C", "C", "C", "C", "C", "C", "C", "C", "C", "C", "C", "C", "C", "H", "H", "H", "H", "H", "H", "H", "H", "H", "H", "H", "H", "H", "H", "H", "H", "H", "H", "H", "H", "H", "H", "H", "H", "H", "H", "H", "H", "H", "H", "H", "H", "H", "H", "H", "H", "H", "H", "H", "H", "H", "H", "H", "H", "H", "H", "H", "H", "H", "H", "H", "H", "H", "H", "H", "H", "H", "H", "H", "H", "H", "H", "H", "H", "H"],
  "coordinates": [[5.76494, 1.80973, -4.23601], [0.71826, 5.73678, -2.48561], [2.76964, -1.46186, 2.73531], [-0.22151, -7.07115, 6.40595], [-0.28079, 8.78971, -2.94253], [2.83796, 7.23485, -2.80642], [1.69354, 9.61586, -3.05955], [1.10323, 8.62031, -1.25020], [1.50276, 7.30272, -4.50385], [-0.41160, 6.21542, -1.73542], [2.46670, -1.44687, 1.25630], [-1.53504, 6.24707, -4.19996], [-0.60215, -5.92792, 5.48552], [1.68456, 5.10840, -1.63848], [2.08935, 0.09775, 3.05797], [-6.60230, 5.43235, -6.32377], [1.22496, 1.75296, -5.87594], [3.66584, -1.47530, 4.23583], [0.37666, -8.06506, 5.10516], [2.10303, 3.22389, -3.60099], [0.51649, -8.13284, 7.59268], [-5.84471, 7.37534, -5.17622], [-6.26912, 5.45561, -3.95489], [1.69357, -2.72764, 3.19984], [-1.82017, -7.56769, 6.84237], [-0.09594, -8.17864, 8.93929], [1.90023, -4.00470, 2.52222], [-3.27254, 3.81084, -7.30874], [0.58895, 2.87464, -5.41665], [0.85134, 0.22980, 3.79596], [1.47624, -7.48705, 4.33374], [-2.82180, -6.50699, 6.87556], [-3.45645, 3.46844, -3.38123], [4.36864, -0.23166, 4.61789], [0.25417, 4.74897, -3.89033], [0.97617, 8.58912, -2.56439], [0.52387, -9.50805, 5.10795], [1.18834, -2.97713, 4.53750], [-5.44915, 5.22613, -7.24425], [1.54527, 7.28033, -3.16298], [3.90380, 1.76345, -3.14971], [1.94122, -7.76692, 7.80640], [2.98330, 0.15025, -5.59518], [-2.85217, 4.71633, -2.66576], [-2.79269, 5.98097, -3.52973], [-1.25757, 4.43470, -5.78463], [2.19234, 1.02206, 1.92962], [-0.85411, 5.14784, -4.61357], [-2.42584, 4.91899, -6.63923], [4.69525, -2.54639, 4.21726], [3.72042, 0.44222, -2.35021], [-6.23688, 6.02762, -5.09618], [-2.40505, -8.79255, 6.33470], [2.25848, 0.26141, -1.94893], [2.25782, 1.40234, -5.15457], [-0.54717, 3.32760, -6.12797], [-4.78259, 3.85832, -6.98889], [0.99904, 3.60022, -4.30582], [2.71822, 2.14651, -4.00734], [-1.94795, 5.48385, -7.44763], [5.00111, -0.42791, 5.48627], [-5.86882, 7.79898, -4.25981], [-1.86930, -9.66962, 6.70362], [4.30364, 0.57806, -1.43610], [0.54737, -8.75415, 9.60805], [2.05836, 2.04784, 2.28282], [-6.61298, 4.50143, -4.04667], [-0.37493, -10.02368, 5.42745], [0.57113, 1.28302, 3.87102], [1.48404, -7.89135, 3.31852], [3.87661, 0.46081, -6.13652], [0.71543, -9.85026, 4.08798], [-0.85588, 2.76167, -6.99909], [-5.87313, 5.27110, -8.24870], [5.46040, -2.36655, 3.45706], [4.14756, -0.41714, -2.86508], [1.95440, -3.39220, 5.21020], [-3.21421, 3.94454, -8.39324], [2.21102, -3.86121, 1.48821], [2.49183, -7.78190, 6.86486], [3.66903, 0.54139, 4.91759], [-2.71446, 2.66864, -3.41337], [-7.00742, 4.53349, -6.09207], [2.04667, -6.77085, 8.24424], [2.66704, -4.61192, 3.02681], [-1.91256, 4.47039, -2.18277], [-2.44378, -8.81731, 5.23826], [-5.25376, 3.15834, -7.68779], [0.36946, -3.69906, 4.50443], [-3.20170, -6.26478, 5.87611], [1.39194, -6.40553, 4.24361], [2.42113, -8.48885, 8.46586], [0.01969, -0.31086, 3.32563], [-2.90342, 2.80520, -7.11127], [-3.76251, 3.75829, -4.38202], [5.18194, -2.61933, 5.18926], [0.76861, -2.09547, 5.01108], [3.16894, 0.96717, 1.45260], [4.99871, 0.15736, 3.81462], [1.35930, -9.86096, 5.73074], [-4.77495, 6.07280, -7.12976], [-3.42348, -8.90414, 6.71243], [2.34806, -0.39562, -6.29382], [-3.66526, -6.81439, 7.49902], [2.45332, -7.70185, 4.79239], [4.24080, -3.51804, 4.01568], [-2.94432, 6.83110, -2.86398], [1.42878, 0.82222, 1.16889], [0.97451, -4.58402, 2.49557], [0.97044, -0.10551, 4.82815], [-0.23711, -7.18468, 9.36939], [-3.02250, 5.63976, -6.08835], [2.15692, -0.39713, -1.08228], [-2.41570, -5.59617, 7.31126], [1.82523, 1.21644, -1.63506], [-1.05285, -8.68975, 8.92133], [-3.64648, 5.97319, -4.21022], [-5.01548, 3.49282, -5.98835], [4.00212, 2.54662, -2.40295], [-4.93767, 7.50324, -5.60402], [1.61556, -0.13413, -2.74011], [-4.31474, 3.11389, -2.81193], [-3.54884, 4.95330, -1.85817], [3.19785, -0.52213, -4.76890]],
  "charge": 0,
  "smiles": "[H]/N=C(/N)NCCCCc1cc2nc(C)c([C@H](I)CC)nc2c(S(=O)(=O)C(F)(F)C(F)(F)F)c1OCCC.CN(C)P(=O)(N(C)C)N(C)C.CN(C)P(=O)(N(C)C)N(C)C",
  "e_homo_ev": -8.124,
  "energy_ha": -4190.84271
}